1.
C3H5NO4 | ωB97M-V with the def2-TZVPD basis set

The LUMO energy is -0.2121 eV. The calculation puts the relative energy (zero: lowest compared OMol25 entry of this formula, charge and spin) at 3.104 eV. The highest occupied orbital energy comes out at -9.3522 eV. Its total energy is -472.95539 Eh.

Structure (ORCA input):
```
! wB97M-V def2-TZVPD RIJCOSX def2/J DEFGRID3
* xyz 0 1
C -0.8683 0.7021 0.4243
N 1.2163 -0.3344 -1.0098
C 0.2750 -0.6142 0.5065
C 0.7350 0.6982 -1.5203
O 1.1717 -0.3176 1.5049
O -1.9803 0.2842 -0.3023
O -0.3002 -1.6961 0.4524
O 0.6011 1.6642 -2.1400
H 1.1522 -1.0477 2.1396
H -1.9902 -0.6911 -0.2396
H 1.6549 -1.1188 -1.4730
H -0.5966 1.7238 0.1537
H -1.0705 0.7474 1.5037
*
```

=====

2.
C12H32B3CuF12O12S4 | ωB97M-V with the def2-TZVPD basis set

The LUMO energy (spin up / spin down) is 2.3684 / -0.5343 eV. The calculation puts the relative energy (zero: lowest compared OMol25 entry of this formula, charge and spin) at 0.000 eV. The highest occupied orbital energy (spin up / spin down) comes out at -8.2475 / -8.2450 eV. Its total energy is -5886.22335 Eh. Its expectation value of S² is 0.751.

Structure (ORCA input):
```
! wB97M-V def2-TZVPD RIJCOSX def2/J DEFGRID3
* xyz -1 2
Cu -0.9145 1.5136 -11.1910
B 1.3298 1.2195 -9.2935
F 1.0412 2.1784 -10.2880
F 2.2920 0.3187 -9.7769
F 1.7966 1.8484 -8.1323
F 0.1233 0.5294 -9.0371
B -0.2492 3.5378 -13.4046
F -1.4469 3.4578 -14.1550
F 0.7626 4.0353 -14.2230
F -0.5031 4.3325 -12.2647
F 0.1201 2.2497 -12.9621
B -2.9002 -0.7341 -9.9218
F -4.1197 -0.7166 -10.6024
F -1.8894 -1.5327 -10.4831
F -2.3786 0.6210 -9.8930
F -3.1641 -1.1392 -8.6147
O -1.8759 0.4288 -12.9462
S -2.3717 -0.2596 -14.1156
O -3.3310 0.3929 -14.9628
O -1.1376 -0.6559 -15.0637
C -0.4802 0.4633 -15.6929
C 1.0201 0.2456 -15.4719
C -2.8660 -1.9526 -13.7285
H -0.7194 1.4031 -15.1944
H -0.7551 0.5576 -16.7427
H 1.3332 -0.7735 -15.7103
H 1.2080 0.3965 -14.4091
H 1.6128 0.9369 -16.0714
H -3.9100 -1.8679 -13.4341
H -2.2804 -2.2780 -12.8693
H -2.6643 -2.6407 -14.5413
O 0.3248 -0.3851 -11.8024
S 0.8289 -1.7265 -11.9471
O 0.2902 -2.6583 -12.9065
O 2.4451 -1.5697 -12.1691
C 3.1128 -2.4071 -13.1056
C 3.0175 -3.9295 -12.9125
C 0.8731 -2.5054 -10.3098
H 4.1679 -2.1398 -13.0932
H 2.7997 -2.2074 -14.1357
H 2.0631 -4.4230 -13.0750
H 3.2718 -4.2051 -11.8847
H 3.7068 -4.4032 -13.6142
H -0.0289 -3.1071 -10.2270
H 0.8177 -1.6593 -9.6285
H 1.7653 -3.1169 -10.3010
O -1.2582 3.1755 -9.5483
S -1.3737 3.9504 -8.3266
O -2.4379 4.8924 -8.1759
O -1.3929 2.9659 -7.0345
C -2.3020 1.8603 -7.0099
C -3.6265 2.2934 -6.4233
C 0.2418 4.7401 -8.0975
H -1.9225 1.0186 -6.4354
H -2.4528 1.5455 -8.0442
H -4.2866 2.7963 -7.1337
H -3.5571 2.9039 -5.5192
H -4.2656 1.4816 -6.0534
H 1.0375 4.0140 -8.2351
H 0.2628 5.3018 -7.1695
H 0.1879 5.4195 -8.9510
O -4.9978 1.6139 -12.6760
S -4.2982 2.5244 -11.8159
O -2.8683 2.4646 -11.6042
O -4.6848 4.0379 -12.3136
C -3.7306 5.0200 -11.8907
C -4.2953 6.4084 -12.1610
C -5.1600 2.4421 -10.2041
H -2.8389 4.9060 -12.5104
H -3.4204 5.0129 -10.8437
H -5.1896 6.5224 -11.5405
H -4.6157 6.5323 -13.1962
H -3.5741 7.1858 -11.9211
H -4.4837 2.9465 -9.5165
H -5.2503 1.3895 -9.9445
H -6.1411 2.8720 -10.3736
*
```

=====

3.
C2H5NO | ωB97M-V with the def2-TZVPD basis set

The LUMO energy is 0.8177 eV. The calculation puts the relative energy (zero: lowest compared OMol25 entry of this formula, charge and spin) at 0.713 eV. The highest occupied orbital energy comes out at -9.8314 eV. Its total energy is -209.19613 Eh.

Structure (ORCA input):
```
! wB97M-V def2-TZVPD RIJCOSX def2/J DEFGRID3
* xyz 0 1
C 0.5933 -0.2916 -1.2747
C -0.1562 -0.0716 0.0816
N -0.1008 1.2300 0.6269
O -0.5603 -1.0784 0.6656
H 1.5978 -0.4882 -0.8713
H 0.2399 -1.1294 -1.9004
H 0.6409 0.6889 -1.8317
H -0.3805 1.0981 1.7136
H 0.4673 2.0263 0.3352
*
```

=====

relative energy (zero: lowest compared OMol25 entry of this formula, charge and spin) of number 2 (C12H32B3CuF12O12S4)?
0.000 eV

=====

What did the first record say?
C3H5NO4 | ωB97M-V with the def2-TZVPD basis set

The LUMO energy is -0.2121 eV. The calculation puts the relative energy (zero: lowest compared OMol25 entry of this formula, charge and spin) at 3.104 eV. The highest occupied orbital energy comes out at -9.3522 eV. Its total energy is -472.95539 Eh.

Structure (ORCA input):
```
! wB97M-V def2-TZVPD RIJCOSX def2/J DEFGRID3
* xyz 0 1
C -0.8683 0.7021 0.4243
N 1.2163 -0.3344 -1.0098
C 0.2750 -0.6142 0.5065
C 0.7350 0.6982 -1.5203
O 1.1717 -0.3176 1.5049
O -1.9803 0.2842 -0.3023
O -0.3002 -1.6961 0.4524
O 0.6011 1.6642 -2.1400
H 1.1522 -1.0477 2.1396
H -1.9902 -0.6911 -0.2396
H 1.6549 -1.1188 -1.4730
H -0.5966 1.7238 0.1537
H -1.0705 0.7474 1.5037
*
```